Formula: C7H12ClO4P
Source: the Open Molecules 2025 dataset
Level of theory: ωB97M-V/def2-TZVPD

LUMO: 0.026 Eh
SMILES: C[C@H]1CC1=C=O.COP(=O)(Cl)OC
frontier orbital gap: 9.0 eV

Geometry as XYZ:
```
25
Properties=species:S:1:pos:R:3:forces:R:3
C 1.878 -0.294 1.339 0.31 -0.20 -2.03
C 2.454 -0.601 -1.126 0.89 -0.71 -0.12
C 1.834 0.770 -1.058 0.58 -0.13 0.71
C 1.659 -0.164 0.070 0.56 -0.06 0.45
C 2.619 2.047 -0.960 0.22 1.60 -0.13
C -3.780 -1.262 -0.822 -0.22 -1.12 -2.43
C -1.200 0.648 2.219 -3.03 2.53 1.17
O 2.019 -0.594 2.439 -0.10 -0.08 1.83
O -0.823 -0.767 -1.381 0.72 -0.13 -2.27
O -2.819 -1.236 0.219 2.16 -0.08 -0.20
O -0.896 0.318 0.891 -0.05 -1.01 -0.88
P -1.205 -0.966 -0.024 -2.42 0.04 4.14
Cl -0.432 -2.553 1.073 -0.48 0.81 -0.79
H 2.034 -1.387 -1.813 0.34 0.96 0.87
H 3.543 -0.695 -0.875 -1.04 0.16 -0.74
H 0.925 0.857 -1.575 -1.01 0.11 -0.95
H 2.651 2.492 -2.012 -0.03 -0.30 1.43
H 3.684 1.867 -0.669 -0.93 0.18 0.03
H 2.122 2.828 -0.229 1.01 -1.55 -1.48
H -4.377 -0.381 -0.714 -0.71 0.34 0.16
H -4.397 -2.210 -0.817 0.67 1.10 0.60
H -3.405 -1.234 -1.913 0.23 0.07 1.84
H -0.817 1.725 2.395 -0.14 -1.94 -0.26
H -0.894 -0.028 3.040 0.20 0.09 -0.91
H -2.378 0.821 2.303 2.29 -0.69 -0.05
```
Positions in Å, forces in eV/Å.